The following is a DFT calculation (the ωB97M-V functional and the def2-TZVPD basis) of a molecular structure, FH2O3PS in a non-equilibrium geometry.

ORCA input file:
```
! wB97M-V def2-TZVPD RIJCOSX def2/J DEFGRID3
* xyz 0 1
O -1.83 -0.57 -1.49
O 0.69 -0.52 -1.44
O -0.43 0.37 0.51
F -0.53 1.59 -1.55
P 1.13 -0.02 1.15
S -0.52 0.09 -1.01
H 0.72 0.42 2.41
H 0.76 -1.35 1.43
*
```

## Properties
max |F|: 6.5 eV Å⁻¹
gap between HOMO and LUMO: 10.96 eV
energy relative to the best compared isomer or geometry (same formula, charge and spin): 155.97 kJ/mol